Record 1
Here is 7 unconnected molecules or ions with the total composition C39H70BBrN4O22S in a non-equilibrium geometry from OMol25. Energies are from ωB97M-V/def2-TZVPD.

Values from the calculation:
E, Eh: -6399.4040
SMILES: CC(C)CCc1cnc2c(Br)c(CCCCN)c(B(N)O)c(CCCCS(=O)(=O)O)c2n1.COC(=O)OC.COC(=O)OC.COC(=O)OC.COC(=O)OC.COC(=O)OC.COC(=O)OC
Maximum force, Eh/bohr: 0.0839

Structure (ORCA input):
```
! wB97M-V def2-TZVPD RIJCOSX def2/J DEFGRID3
* xyz 0 1
H -4.5945 -0.5812 0.3049
H -6.7694 6.7409 0.9424
H -7.1464 1.3071 0.7202
H 4.1750 0.5162 7.7993
C -6.5458 0.5608 0.1169
O 3.0478 -1.6248 -7.6399
O 10.2898 2.2773 2.9086
H -6.1995 1.0525 -0.8340
H 1.4645 -3.7054 0.5611
H -2.9973 5.2784 -4.3488
C 0.9429 -0.3025 1.5159
H -4.4885 1.0714 2.7535
H 0.0451 3.1094 -2.2553
C -1.8690 0.8288 1.2162
H 2.6169 -4.5958 2.3719
C -6.4675 5.7826 1.3669
H 6.2278 -2.6012 -5.6986
C -1.5724 -0.3138 2.0438
C -2.9427 4.2002 -4.1912
N 2.2200 -0.8359 1.6418
C 3.4281 1.1033 8.3354
H -3.0352 2.6616 1.1969
H 1.5183 1.5653 -1.2744
C 3.6992 -2.6160 2.6290
C 2.3100 -1.9168 2.4374
H 1.2915 -3.3839 3.7696
O -8.0922 -6.3762 -1.0538
B -0.9147 2.6801 -0.5375
C 3.2829 1.2341 -0.0525
O 7.2510 -0.2314 -0.3519
H 4.2832 -6.2519 0.9634
H -0.5224 1.5695 -2.2338
H -5.7508 -0.6996 1.7526
N -0.7737 2.5393 -2.0088
H -8.6524 -2.7637 -2.2569
H 10.4631 2.5756 5.5463
H -7.3570 -2.5972 -1.0277
H -5.2352 2.0698 1.4913
H 3.8470 -2.7469 3.7381
H -2.6610 4.0155 -3.1562
O 3.9366 -3.4985 -6.7250
H 6.0009 -1.1842 -4.6695
O 9.5629 0.1404 2.7097
C 2.2258 -2.4539 -8.4597
O 5.9237 -2.2171 -1.3829
H 2.7851 -0.3464 -1.4959
H 3.9322 1.9220 8.8465
H 8.8708 3.1710 4.9733
H 1.5643 -3.0673 -7.8465
H -8.6205 -8.1773 -0.2562
O -3.0940 4.3344 -6.8371
H -0.4966 4.4727 0.0694
H 0.7548 -0.0078 4.4374
C 3.6855 -0.0451 -0.9009
H 5.2657 1.3097 -1.8492
H 2.2621 -2.9303 -0.8883
H 11.1230 0.2925 1.3398
H 6.7783 -0.4678 0.4764
C -2.1565 3.7702 -6.3349
H 2.9189 0.4902 9.0801
C 1.7859 1.6761 -0.1803
C 3.8597 -2.3007 -6.8150
H 3.9581 -0.8560 -0.1736
H 9.5300 0.8882 0.7684
C -0.6712 1.4219 0.4694
C -5.3323 -0.0295 0.9441
O 2.4892 1.6752 7.4262
H 1.6155 -1.8008 -9.0815
C 4.8894 0.2544 -1.8844
H -11.2789 5.1918 1.7118
C 1.1214 -2.4699 3.1366
H 5.1271 -5.5722 -0.4944
H 8.9762 2.1061 6.3827
C 5.4857 -1.9941 -5.1792
C -8.8757 -7.1266 -0.1278
H -8.6437 -6.8357 0.8976
O 9.2667 1.1642 4.5965
H -0.4960 1.2402 4.4887
C 2.2526 -3.8497 -0.2376
H 4.9529 -2.5886 -4.4351
C -1.2484 3.2671 -8.4136
N -0.1434 -2.0061 3.0914
H 3.5572 1.1164 1.0366
H 1.8969 -4.6887 -0.8949
O -1.3180 3.9477 -0.0149
O -1.9388 3.6191 -5.0237
H -0.5022 -0.0340 5.7154
Br -3.0215 -1.2303 3.0101
O -7.4902 4.8045 1.1811
C 10.0443 0.1338 1.3643
O 0.9546 1.4395 5.9159
H -3.9123 3.7350 -4.3745
C -8.3039 -5.0538 -1.0076
C -7.6373 -3.0505 -1.9773
C -10.8037 4.2929 2.1065
H -11.4122 3.4316 1.8357
H -2.1501 2.7646 -8.7659
H 4.4296 -4.7044 2.4585
C -4.5356 1.1867 1.6327
H 3.9206 2.0997 -0.4091
H -3.3939 1.5166 -0.1782
C -8.6508 5.1017 1.7787
H 1.7652 2.7620 0.1409
H -6.9544 -2.6910 -2.7453
O -1.1476 3.1833 -6.9927
C 9.7608 1.2946 3.3587
C 0.6995 0.8941 0.6275
C 3.5753 -4.0996 2.0399
S 6.3385 -0.8304 -1.5899
H -6.2243 5.8894 2.4248
H -9.9397 -7.0001 -0.3322
H -10.7336 4.3405 3.1938
O -8.8789 6.0881 2.4293
O 4.5680 -1.4113 -6.1102
N -7.4443 -0.5624 -0.2637
H 2.8377 -3.0801 -9.1102
C 4.1431 -5.6015 0.0504
H -1.2354 4.3077 -8.7399
H 4.3843 -3.3947 0.0430
O -7.5147 -4.4758 -1.9162
C 0.1382 0.5982 5.0987
C 9.4097 2.3288 5.4090
O -9.5129 4.1090 1.5258
H 4.5303 -2.0421 2.1515
C 3.6502 -4.1352 0.4589
C -3.1960 1.5699 0.9390
H -5.5798 5.4348 0.8405
H -8.3893 -0.2202 -0.4380
H 3.4092 -6.1411 -0.6081
O -9.0730 -4.4865 -0.2727
H -7.4394 -1.2654 0.4762
C -0.1922 -0.9076 2.2321
H 4.5342 0.0478 -2.9351
O 7.1843 -0.7584 -2.7809
C 1.7895 0.7759 6.7217
O 1.8957 -0.4215 6.8009
H 9.8305 -0.8457 0.9399
H -0.3818 2.7605 -8.8356
*
```

=====

Record 2
Here is 5 unconnected molecules or ions with the total composition C39H70BClF8N2O3S in a non-equilibrium geometry from OMol25. Energies are from ωB97M-V/def2-TZVPD.

Values from the calculation:
E, Eh: -3544.9267
SMILES: CCc1c(Cl)c(B(O)O)c2nsnc2c1CCOCC(F)(F)C(F)(F)C(F)(F)C(F)F.CCCCCC.CCCCCC.CCCCCC.CCCCCC
Maximum force, Eh/bohr: 0.1297

Structure (ORCA input):
```
! wB97M-V def2-TZVPD RIJCOSX def2/J DEFGRID3
* xyz 0 1
F 5.4148 1.6657 -4.5575
C -2.7984 4.8777 2.7323
H 2.8345 4.3798 1.5240
H 2.7228 -12.8532 -0.7835
C -8.2658 6.5317 1.1371
C 1.6891 1.8186 2.0418
C -8.8160 4.6559 -2.0926
C 1.2196 -10.8079 0.4006
C 3.9532 1.4982 -2.4131
H -8.2268 4.8576 -2.9924
H 6.6219 3.8974 4.2721
H 6.2275 2.5978 5.6243
H 2.2451 -4.9281 -4.1434
H -4.4894 8.3544 4.2225
H -7.4505 6.3673 1.8518
H -4.9002 5.1072 2.3566
C 1.3178 -3.5531 -2.7746
H 0.6073 -11.6766 0.1274
C 1.2484 0.3286 2.5685
H 5.8048 2.5278 -1.4663
B 1.6783 -2.2023 3.7673
C 0.4159 -2.3307 -2.7311
H -6.9367 6.1128 -0.4978
H 6.6350 0.9914 3.7596
O 3.9335 3.5605 -0.8092
H 0.5270 -2.6533 2.1071
H 0.7773 -10.4069 1.3192
C 4.7262 2.8321 -1.8414
C 3.3094 -11.9851 -0.4626
C 3.7547 3.7033 1.8080
H 0.5840 -7.4041 -4.8925
H 5.2480 -2.1698 -4.4260
C -4.1055 7.1022 2.5096
H -0.6003 -2.5669 -3.0582
H 2.3030 -3.2730 -2.3801
H -7.0691 7.8139 -0.1101
C -8.6599 7.0928 -1.3606
C 1.5076 -4.1180 -4.1845
H 6.3488 2.2455 2.3821
C -9.5716 5.8974 -1.6482
F 3.7502 -0.0714 -4.3753
H -3.5253 6.9235 4.5985
H 1.7842 -7.8447 -1.3896
H 0.8091 -1.5315 -3.3669
F 6.3850 -0.0472 -1.6667
H -1.3564 6.4953 2.8915
C -1.4149 5.4819 2.4780
C 5.9106 3.0128 4.5696
H 3.2645 -10.4440 1.0386
H 4.3020 -12.3417 -0.1693
C 1.1046 -9.7661 -0.7195
H 2.9781 -8.7057 -0.4366
N 0.6043 2.6136 1.3267
H 1.1737 -6.8254 -3.3199
H -1.7079 6.1410 0.4230
C 1.9084 -8.4813 -0.5043
H -8.6433 8.5607 1.8013
H 2.5968 -11.9828 1.5538
O 0.4183 -2.6701 3.1213
H -8.1436 4.2913 -1.3113
H 0.4980 -5.0068 -5.8594
F 7.1368 -0.0690 -3.9326
F 6.8219 -2.7109 -3.0736
H -0.4494 -3.7847 -5.0408
C 5.9250 -0.3286 -3.0685
H -0.6713 4.8848 3.0194
H 3.4347 -11.3158 -1.3179
C 3.2456 2.2135 2.3724
H -0.3291 -7.7507 -3.4164
H -0.0193 5.9084 0.8904
C 5.5561 -1.9243 -3.3077
H -3.8924 5.5802 1.0055
H 0.4124 -7.4256 0.6550
H -10.1838 5.6629 -0.7710
N -0.2049 0.2172 2.1622
H -9.5211 3.8504 -2.3245
O 2.3501 -3.1212 4.7160
H -9.2838 7.9685 -1.1466
H 1.4106 -10.2182 -1.6702
C 4.3475 1.2860 3.1556
H 4.8010 3.4480 4.6302
H -4.9440 7.5413 1.9541
H -5.2701 6.7672 4.3062
H 0.9272 -4.3244 -2.1025
C 0.2780 -6.9940 -3.9236
H 2.0505 -6.7681 0.7975
H 0.0447 -9.5058 -0.8385
F 4.5482 -2.4604 -2.3639
H 0.3530 -1.9471 -1.7071
C 4.7679 0.7083 -3.6035
H 4.9129 3.5810 -2.7499
H 5.7082 3.8885 0.4493
F 3.5237 0.5442 -1.3262
H -1.0457 4.5001 0.5805
C -4.3605 7.2906 3.9959
C 4.6609 3.3436 0.4511
S -0.8245 1.6078 1.2947
C -1.0322 5.5097 1.0062
C 2.2692 -0.6971 3.3391
H -9.5515 7.3202 2.6783
H -2.9540 4.8034 3.8142
C 1.4712 -7.6945 0.7203
H 2.7834 -3.8629 4.1752
H 4.9171 2.1784 0.4943
H -10.0485 7.7794 1.0455
Cl 5.0584 -1.2937 4.5470
H 4.4046 4.2871 2.5928
H -3.2142 7.6652 2.2135
H -1.4400 -5.9589 -4.6659
H -8.8138 5.5847 1.0720
F 2.6680 1.9782 -3.0410
C 3.8316 -0.2127 3.6628
H -0.8564 -5.3475 -3.1281
C -0.5283 -5.7173 -4.1063
C 0.2304 -4.6258 -4.8658
C 2.6414 -11.2837 0.7101
C -9.1816 7.6127 1.6904
H -2.8089 3.8469 2.3563
C 5.8938 1.8495 3.3860
H 1.9505 -3.3412 -4.8215
C -7.6546 6.8923 -0.2195
H 1.6299 -8.2609 1.6419
H -10.2721 6.1818 -2.4438
H -8.0996 7.3393 -2.2721
C -3.9724 5.6340 2.0975
*
```

=====

Record 3
Here is a molecular structure, C39H70F3INO12S5Si in a non-equilibrium geometry from OMol25. Energies are from ωB97M-V/def2-TZVPD.

Values from the calculation:
E, Eh: -5363.1535
Maximum force, Eh/bohr: 0.0258

Structure (ORCA input):
```
! wB97M-V def2-TZVPD RIJCOSX def2/J DEFGRID3
* xyz 1 1
C 1.3740 0.3879 0.1942
H -2.4817 -2.6023 -4.6176
C 5.3610 1.5604 -1.2070
C 6.4911 0.7255 7.9365
H -1.2603 6.1483 4.0360
C 5.4251 0.9335 5.7484
F 2.1340 2.4076 2.0191
H 2.3329 0.8927 0.2153
C 2.5189 -1.6509 -9.0347
H 1.9683 -4.8948 -9.8217
H 4.5221 0.3800 6.0186
H 2.5533 -0.7034 -9.5692
H 4.8414 2.9567 -2.7727
C 2.3912 -4.1164 -9.1923
H 7.2532 0.3856 4.6769
H 2.6679 -1.1801 3.5731
O 1.6901 -3.7835 -6.6680
H -7.6693 -2.5622 -0.1054
H -10.3593 -1.5723 -0.5825
H 0.3420 -1.7122 -9.1146
H 6.5407 3.0235 -2.3264
C -5.0340 2.2910 0.5748
C -4.9567 -0.7535 3.6316
H -4.5954 -0.3678 4.5883
H 0.3416 3.8109 1.8511
S 7.4371 -0.3923 6.9023
C 6.0121 1.3298 -3.5843
C 2.5688 -1.2561 2.4946
H 0.2317 4.2640 5.0136
O -8.8181 1.0593 -2.0727
C -6.1295 0.9510 2.2349
C -7.1571 -0.8808 -1.3547
H 1.4663 -1.9335 -2.8110
C -0.2326 4.1537 2.7122
H -9.3533 -3.4741 -1.6602
C -3.7660 0.7020 1.9005
H 3.7845 -2.8867 -10.3199
C -0.1052 -1.9563 1.2346
H 5.7087 1.6651 -4.5723
F 2.8109 1.2541 3.7593
I -0.2328 -0.7984 4.7611
C 5.7002 2.3495 -2.4810
H 0.5702 1.0858 -0.0518
H 2.1133 -2.7539 -10.8485
O 4.0095 -0.3458 -4.1317
H 6.6886 2.4444 6.6503
C -1.7591 -3.0165 -3.9191
C 5.9115 1.7431 6.9601
H 7.0621 1.0453 -3.5962
H -6.7803 -3.0106 -1.5613
H 0.2527 7.0654 4.1387
H -2.0647 1.4272 5.5060
H 5.1789 1.5789 4.9061
H 4.2994 -0.3565 -0.9408
H -0.6587 -1.6447 0.3526
C -9.7908 -1.3517 -1.4834
C -0.4562 3.0270 3.7419
H 3.4039 0.8778 -1.8731
C -0.6890 -3.8831 -4.5997
H -0.5588 6.8753 2.5696
H 7.1546 1.1517 8.6846
O 5.9849 -1.2178 -2.8707
C -7.5463 -2.3438 -1.1685
C 0.7740 -2.2079 -3.6039
C -4.9349 0.3192 2.5719
H -6.8341 -0.6762 -2.3750
H 0.5360 -2.8062 1.0095
H -7.0473 0.6552 2.7245
H -1.1288 1.6063 1.6199
C -3.8387 1.6713 0.9004
H -4.3377 -1.6088 3.3695
F 2.2873 3.3719 3.9774
H 3.4113 -0.7217 2.0481
H 5.7103 0.1379 8.4183
O -1.1787 -0.4131 -3.8377
H -5.0686 3.0300 -0.2139
H -10.4615 -1.0290 -2.2750
H -2.5338 -0.6807 2.9815
H -6.4154 -0.5186 -0.6449
Si 0.9799 -0.5437 1.7755
C 6.5411 -0.0489 5.3754
S -0.8674 -1.6506 -3.1679
C -6.1883 1.9272 1.2527
H 6.2652 1.1069 -0.7961
H 6.1682 -0.9912 4.9824
C -2.5896 1.9815 4.7348
O -0.1335 -4.2023 -8.3271
H 0.9766 -1.3044 -7.4956
H -2.2780 -3.5460 -3.1221
H 0.5364 -4.2155 -2.8466
O -1.0140 -1.7258 -1.7252
H 5.1063 2.3164 7.4178
C 1.1496 -1.8796 -8.4027
H -0.5415 -3.5501 -5.6249
S -8.6868 0.0139 -1.0923
H 2.6470 -2.2944 2.1808
O 7.2029 -1.7521 7.3056
H -2.9401 1.9408 0.3547
C -1.3596 1.1001 2.5730
C 0.0011 0.5843 3.0323
H 1.4634 -4.1196 -4.3472
N 0.6016 1.8557 3.6769
H -2.4157 2.8678 2.8347
C 0.6139 -3.7080 -3.8123
H -7.1381 2.3749 0.9986
C 2.7547 -2.8450 -9.9705
C 4.3873 0.4706 -1.6423
H -0.8058 -2.2707 2.0092
H -0.9989 -4.9257 -4.6370
H -3.4995 1.4658 4.4406
H 1.3618 -0.3650 -0.5963
H 4.9278 2.2014 -0.4389
O -8.8028 0.3152 0.3147
H -2.1022 -0.4239 1.2801
H -8.7210 -2.4948 -2.9760
S 5.0711 -0.1496 -3.1782
C -1.7740 2.2786 3.4862
H -1.2019 4.4864 2.3428
C -8.8866 -2.5199 -1.8977
H 3.2357 -4.5098 -8.6304
O 8.7738 0.1211 6.7703
H 0.6727 1.6244 4.6766
C 1.9985 2.2376 3.3336
C -0.3292 6.3908 3.5188
H -2.8952 2.9282 5.1814
H -5.9773 -1.0915 3.7948
O -0.3980 3.5234 5.0137
O 0.4644 5.2239 3.3086
S 1.1430 -3.6233 -7.9959
H 3.2862 -1.6265 -8.2583
C -2.4208 0.0644 2.1995
H 1.0528 -1.7051 -4.5293
*
```

=====

The lowest E belongs to which entry?
C39H70BBrN4O22S